23
Properties=species:S:1:pos:R:3:forces:R:3 method="wB97M-V/def2-TZVPD" e_homo_ha="-0.25864 / -0.25217" orbital_gap_ev="7.81 / 7.14" e_tot_ev=-9892.9101 e_above_lowest_ev=6.241
N -0.8918 -1.7942 0.7423 -0.2 0.1 -0.1
N 0.6581 0.1280 -2.9650 0.2 0.0 -0.1
N 0.1241 -1.0939 1.2996 0.1 -0.7 0.3
C 1.6136 1.1689 0.1838 0.1 0.0 0.3
C -0.8502 1.5371 0.3303 -0.2 -0.1 0.2
C 0.3628 0.6755 0.1295 -0.3 -0.4 -2.1
C 0.1853 -0.9776 -2.2839 0.0 -0.3 -0.6
C -0.2210 -0.6652 2.6318 -0.2 0.1 0.0
H -1.2093 -0.1751 2.6908 0.1 0.0 0.0
H 1.4256 0.6228 -2.5154 -0.3 0.0 -0.2
H -0.7179 2.2751 1.1235 0.1 0.0 0.0
H -1.7263 0.9293 0.5793 0.0 0.0 0.1
H -0.0373 0.7285 -3.3860 0.2 0.0 0.2
H 0.1697 -0.1745 -0.6821 0.3 1.0 1.6
H 2.4705 0.5198 0.0480 0.0 0.0 -0.2
H 0.9196 -1.7443 -2.0588 0.1 0.1 0.2
H -1.8236 -1.3678 0.8332 0.2 -0.1 0.1
H -0.2464 -1.5243 3.3142 0.0 0.0 -0.1
H -0.7674 -1.3607 -2.6264 -0.1 0.1 0.0
H -0.6881 -2.0104 -0.2347 -0.1 0.1 0.3
H 0.5425 0.0294 2.9795 0.0 0.0 0.0
H -1.1138 2.0748 -0.5844 0.1 0.0 0.0
H 1.8213 2.1986 0.4511 0.0 0.0 0.3

7
Properties=species:S:1:pos:R:3:forces:R:3 method="wB97M-V/def2-TZVPD" e_homo_ha="-0.32896 / -0.36714" orbital_gap_ev="7.52 / 8.90" e_tot_ev=-19634.3125 e_above_lowest_ev=5.602
Cl 1.5926 -0.3915 -1.3485 0.4 1.6 -0.1
O 0.2572 -2.3479 -0.8972 -1.8 -1.6 1.9
N 0.7005 0.2750 -0.1123 -1.0 1.5 -0.5
N -1.7707 -3.1435 1.9134 -0.4 -0.1 0.2
C -0.3111 -2.2000 0.1361 2.2 1.3 -3.2
C -1.1762 -2.7844 0.9897 -0.8 -0.9 1.2
H 0.0600 1.0619 -0.5422 1.4 -1.9 0.5

22
Properties=species:S:1:pos:R:3:forces:R:3 method="wB97M-V/def2-TZVPD" e_homo_ha=-0.50318 orbital_gap_ev=9.57 e_tot_ev=-18765.8527 e_above_lowest_ev=2.235 total_charge=+1
S 0.9288 -0.7131 -0.5841 1.0 -0.9 -1.0
N 1.8334 -1.9200 -2.7666 0.6 2.0 6.2
C 0.7295 -1.5099 -2.1492 0.6 1.0 0.5
C -0.3263 0.4583 0.7230 -1.5 -1.7 -2.7
C -1.6611 0.8505 0.0598 -0.2 -4.3 5.0
C -0.6082 -1.5453 -2.7750 2.1 -2.0 -0.5
C -0.3031 -0.4519 1.8824 1.4 -1.9 0.4
C -2.3882 1.6931 1.1136 1.0 0.0 2.2
H -2.8555 1.0813 1.9488 0.2 0.6 -1.3
H 1.8550 -2.3367 -3.6185 0.0 -1.6 -2.9
H -0.8143 -2.3646 -3.4389 0.4 -0.2 -0.7
H 0.3863 1.2090 0.5260 1.0 1.0 0.9
H -0.7355 0.0046 2.7199 -1.3 0.8 1.2
H -2.1829 -0.1465 -0.0966 0.2 1.6 -0.5
H -1.2466 -1.6729 -2.0045 -2.4 -0.2 2.5
H -0.6934 -1.5047 1.7638 -0.2 1.5 -0.3
H 2.6919 -1.8862 -2.1140 -1.5 -0.1 -2.0
H -1.4548 1.4486 -0.7010 0.6 2.0 -3.9
H -3.0968 2.3473 0.6122 -0.1 0.1 0.4
H -0.7532 -0.6182 -3.1814 -0.6 2.4 -1.4
H 0.6926 -0.6455 2.3074 0.2 0.3 -0.7
H -1.5912 2.2982 1.7014 -1.4 -0.4 -1.1